7
Properties=species:S:1:pos:R:3:forces:R:3 method="wB97M-V/def2-TZVPD" lumo_ev=-0.0811 homo_ha=-0.369 orbital_gap_ev=9.96 spin_multiplicity=1 energy_ha=-2867.69612 e_above_lowest_kj_mol=216.79
C 0.4409 -0.1553 -0.1647 2.291 -0.065 -6.549
N -0.5886 0.5433 0.3503 -1.595 0.653 -2.626
F 0.3919 -1.4684 0.0491 -0.172 -0.966 -0.255
F 1.5864 0.2639 0.3185 1.200 0.779 1.557
Br -2.2857 -0.0489 -0.1448 0.566 0.224 0.546
H 0.7947 0.1586 -1.6663 -1.782 -1.294 3.874
H -0.3396 0.7068 1.2578 -0.508 0.668 3.453

8
Properties=species:S:1:pos:R:3:forces:R:3 method="wB97M-V/def2-TZVPD" lumo_ev="-1.0169 / -4.2645" homo_ha="-0.412 / -0.296" orbital_gap_ev="10.19 / 3.80" spin_multiplicity=1 energy_ha=-3261.70693 e_above_lowest_kj_mol=269.06
C -0.2944 -0.3089 0.3487 -0.068 0.643 -1.250
O 3.0005 0.8674 -0.7625 0.955 0.515 -0.269
O 3.8709 1.6818 1.3650 0.816 0.264 -0.866
F -0.2458 -0.9994 1.4516 0.058 -0.776 1.308
S 4.1427 1.3539 -0.0188 -1.764 -1.115 1.215
Br 5.6756 -0.5343 0.0444 -0.044 0.333 -0.080
H -0.1354 -0.8551 -0.5632 0.037 -0.027 -0.097
H -0.4000 0.7543 0.4450 0.010 0.164 0.039

8
Properties=species:S:1:pos:R:3:forces:R:3 method="wB97M-V/def2-TZVPD" lumo_ev=-0.0070 homo_ha=-0.384 orbital_gap_ev=10.45 spin_multiplicity=1 smiles="O=[N+]([O-])[C@H](O)Br" energy_ha=-2893.65681 e_above_lowest_kj_mol=80.69
C 0.1818 0.5102 0.3761 1.469 -1.710 1.697
N -0.1822 -1.2107 -0.1397 0.209 2.990 1.223
O -0.1592 -1.9527 0.8003 0.029 -0.456 -0.639
O -0.4808 -1.3911 -1.2953 0.237 0.087 0.753
O -0.6617 1.3586 -0.1025 -1.357 0.944 -0.729
Br 2.1505 0.8355 -0.1436 -1.435 -0.420 0.250
H 0.0738 0.6577 1.5084 0.782 -1.315 -1.509
H -0.9223 1.1926 -1.0035 0.066 -0.120 -1.046

8
Properties=species:S:1:pos:R:3:forces:R:3 method="wB97M-V/def2-TZVPD" lumo_ev="-2.2167 / -3.4366" homo_ha="-0.390 / -0.365" orbital_gap_ev="8.40 / 6.48" spin_multiplicity=1 energy_ha=-2893.59866 e_above_lowest_kj_mol=233.35
C 0.4963 -0.2646 0.2066 -2.228 1.145 -0.414
N -0.0588 1.1480 0.2186 0.237 -0.620 -1.007
O -0.5068 1.5732 1.2506 0.200 -0.425 0.959
O -0.0730 1.7181 -0.8359 0.291 0.368 -0.852
O 1.1356 -0.6109 -0.8796 -0.515 0.153 0.853
Br -2.2477 -1.4224 0.0225 1.172 0.430 0.016
H 0.3330 -0.6323 1.2028 0.676 -1.040 0.131
H 0.9215 -1.5090 -1.1855 0.166 -0.010 0.313

7
Properties=species:S:1:pos:R:3:forces:R:3 method="wB97M-V/def2-TZVPD" lumo_ev="0.4795 / -2.8523" homo_ha="-0.225 / -0.373" orbital_gap_ev="6.61 / 7.31" spin_multiplicity=3 energy_ha=-3141.30842 s2=2.010 e_above_lowest_kj_mol=153.61
C 1.0923 0.4750 0.3764 0.882 1.831 4.404
N -0.3444 -0.7783 0.0343 -0.217 -2.668 -0.863
O 1.0015 1.3191 1.1885 -0.379 -0.481 -1.192
S -1.8276 -0.6002 0.5767 -0.452 -0.397 1.299
Br 2.3778 0.2690 -0.9620 2.159 0.021 -2.560
H -0.2008 -1.0292 -0.9592 -0.520 0.690 0.356
H -2.0989 0.3447 -0.2546 -1.473 1.004 -1.444

6
Properties=species:S:1:pos:R:3:forces:R:3 method="wB97M-V/def2-TZVPD" lumo_ev=0.0605 homo_ha=-0.415 orbital_gap_ev=11.36 spin_multiplicity=1 smiles=N#C[SiH2]Br energy_ha=-2957.56566 e_above_lowest_kj_mol=34.27
C 0.3056 1.4422 -0.0372 -0.250 -3.738 0.531
N 0.4994 2.5678 0.0402 0.074 0.799 -0.079
Si 0.1064 -0.6694 -0.0047 -0.392 2.596 -0.588
Br -2.0720 -1.0932 0.0187 0.147 0.131 -0.444
H 0.3487 -1.3150 1.3213 0.859 0.474 -0.619
H 0.8119 -0.9324 -1.3382 -0.438 -0.262 1.199

5
Properties=species:S:1:pos:R:3:forces:R:3 method="wB97M-V/def2-TZVPD" lumo_ev=0.4723 homo_ha=-0.368 orbital_gap_ev=10.50 spin_multiplicity=1 smiles=C#P.Br energy_ha=-2954.59138 e_above_lowest_kj_mol=124.78
C 0.0355 1.1172 0.3083 -0.167 0.507 -0.437
P 1.4116 1.6642 0.7196 -0.651 -0.366 -0.079
Br 0.0881 -2.2582 -0.0095 -0.187 0.014 -0.231
H -0.9495 0.8585 -0.1014 0.800 0.102 0.557
H -0.5857 -1.3817 -0.9171 0.205 -0.258 0.190

5
Properties=species:S:1:pos:R:3:forces:R:3 method="wB97M-V/def2-TZVPD" lumo_ev="-0.2230 / -0.7411" homo_ha="-0.307 / -0.342" orbital_gap_ev="8.13 / 8.55" spin_multiplicity=1 energy_ha=-2954.43885 e_above_lowest_kj_mol=525.24
C -0.1969 0.5776 -0.0044 0.510 -1.404 -1.090
P 0.1330 0.1487 -1.5708 -0.938 2.091 0.066
Br -1.1968 1.6488 0.9693 -0.626 1.153 0.762
H 0.6541 -1.3531 1.7563 -0.064 0.157 -0.133
H 0.6065 -1.0221 -1.1504 1.119 -1.997 0.395

6
Properties=species:S:1:pos:R:3:forces:R:3 method="wB97M-V/def2-TZVPD" lumo_ev=-2.5412 homo_ha=-0.312 orbital_gap_ev=5.96 spin_multiplicity=1 smiles="[SiH2]=P#CBr" energy_ha=-3243.95139 e_above_lowest_kj_mol=320.93
C -4.1083 -1.2591 -0.0940 -0.886 2.084 0.167
Si -0.6462 -0.1878 0.0858 -1.217 -2.173 0.565
P -2.4609 -1.5182 -0.0526 1.084 -0.995 -0.143
Br -4.8113 0.5626 0.1035 0.373 -1.086 -0.158
H 0.2846 -1.3630 0.3883 -0.114 0.889 -0.265
H 0.0657 1.0381 0.0786 0.760 1.282 -0.165

7
Properties=species:S:1:pos:R:3:forces:R:3 method="wB97M-V/def2-TZVPD" lumo_ev=-0.2613 homo_ha=-0.384 orbital_gap_ev=10.18 spin_multiplicity=1 smiles=ClN1CN1Cl energy_ha=-1069.04279 e_above_lowest_kj_mol=339.58
C 0.7219 -0.0630 -0.0248 -0.084 3.456 3.979
N -0.4218 0.6143 -0.5282 -2.480 -0.504 -0.669
N -0.5449 -0.4303 0.5026 -0.366 -0.042 0.199
Cl -1.1553 2.1416 0.0778 1.278 -1.130 -0.072
Cl -1.0533 -2.0446 -0.0266 -0.097 0.784 -0.276
H 1.0959 -0.6765 -0.7223 1.882 -1.959 -2.482
H 1.3575 0.4585 0.7216 -0.132 -0.605 -0.680

8
Properties=species:S:1:pos:R:3:forces:R:3 method="wB97M-V/def2-TZVPD" lumo_ev="-0.6519 / -1.0366" homo_ha="-0.307 / -0.269" orbital_gap_ev="7.71 / 6.27" spin_multiplicity=1 energy_ha=-1467.21384 e_above_lowest_kj_mol=203.69
C 0.5072 0.9298 0.0738 -1.255 -1.099 -0.582
N 1.2299 -0.1172 0.1259 2.218 -2.096 -0.305
N -1.6226 -0.2523 -0.4747 1.257 1.936 -0.727
S 0.2005 2.4322 -0.0177 -0.008 0.666 0.113
Cl -2.4643 0.1429 0.9476 -0.268 -0.579 0.595
Cl -1.0085 -1.8027 -0.6387 -0.267 -1.220 0.537
H 0.9770 -1.1255 0.2417 -1.381 1.192 0.065
H 2.1808 -0.2073 -0.2579 -0.296 1.201 0.304

7
Properties=species:S:1:pos:R:3:forces:R:3 method="wB97M-V/def2-TZVPD" lumo_ev=-0.1073 homo_ha=-0.391 orbital_gap_ev=10.53 spin_multiplicity=1 smiles="O=C(O)Cl.Cl" energy_ha=-1110.16755 e_above_lowest_kj_mol=33.14
C 0.2068 -0.7391 -0.8824 -0.086 -4.456 0.189
O -0.0943 0.4637 -1.1303 -0.668 3.342 0.754
O 0.4935 -1.3757 0.0875 0.134 1.560 0.177
Cl -0.0485 -1.7746 -2.3542 0.157 0.733 -0.114
Cl -0.1674 1.5034 1.6811 -0.022 -0.196 2.256
H -0.2127 1.0317 -0.2872 0.481 -1.589 -1.504
H -0.1774 0.8908 2.8855 0.005 0.606 -1.759